# 1
The following is a quantum chemistry calculation of a structure of composition C2H4N2O, from OMol25.

Cartesian coordinates (Å):
C1 -0.17771 -0.97671 -0.17131
N1 -1.03505 0.06593 -0.31147
C2 0.81827 0.71939 0.38368
O1 0.64986 -0.62108 0.88842
N2 -0.43801 1.19533 0.02813
H1 -1.88716 0.09714 -0.85108
H2 -0.50848 -2.00052 -0.22894
H3 1.15752 0.17242 -0.77302
H4 1.42076 1.34810 1.03559

Values from the calculation:
- E (eV) = -7162.4433
- charge = 0
- energy relative to the best compared isomer or geometry (same formula, charge and spin) (eV) = 4.036
- frontier orbital gap (eV) = 9.2

***

# 2
The following is a quantum chemistry calculation of a cluster of 2 separate species, C2H4N2O in total, from OMol25.

Cartesian coordinates (Å):
N1 0.80176 -2.55790 -0.32025
C1 1.23551 -1.61307 0.21747
N2 -0.20815 1.04633 0.79576
C2 -0.55274 1.54364 -0.42189
O1 -1.59613 2.10658 -0.68386
H1 0.42005 -3.34857 -0.79564
H2 0.58094 0.41844 0.87980
H3 -0.93135 1.00511 1.49998
H4 0.25010 1.39944 -1.17137

Values from the calculation:
- E (eV) = -7165.4597
- charge = 0
- energy relative to the best compared isomer or geometry (same formula, charge and spin) (eV) = 1.020
- frontier orbital gap (eV) = 10.7

***

# 3
The following is a quantum chemistry calculation of the molecule C2H4N2O, from OMol25.

Cartesian coordinates (Å):
C1 0.44539 -1.56991 0.27885
C2 0.50594 -0.22957 0.09334
N1 -1.74948 -0.24065 -0.13077
N2 -0.64465 0.46774 0.09293
O1 1.64179 0.55243 -0.02216
H1 1.31335 -2.11389 0.19680
H2 -2.55208 0.38712 -0.00233
H3 -0.40412 1.39683 0.01345
H4 1.44386 1.34991 -0.52010

Values from the calculation:
- E (eV) = -7160.4475
- charge = 0
- energy relative to the best compared isomer or geometry (same formula, charge and spin) (eV) = 6.032
- frontier orbital gap (alpha / beta) (eV) = 9.0 / 7.1

***

# 4
The following is a quantum chemistry calculation of the molecule C2H4N2O, from OMol25.

Cartesian coordinates (Å):
C1 0.60479 -1.28026 -1.74613
N1 -0.20727 -0.82208 -0.90649
O1 0.28815 -0.03979 0.08171
N2 -0.91263 0.45286 0.87582
C2 -0.60814 1.30728 1.73159
H1 0.18601 -1.89597 -2.52308
H2 1.67628 -1.09480 -1.74804
H3 -1.42219 1.68594 2.32858
H4 0.39499 1.68683 1.90605

Values from the calculation:
- E (eV) = -7162.3110
- SMILES = C=NON=C
- charge = 0
- energy relative to the best compared isomer or geometry (same formula, charge and spin) (eV) = 4.169
- frontier orbital gap (eV) = 11.1

***

# 5
The following is a quantum chemistry calculation of the molecule C2H4N2O2, from OMol25.

Cartesian coordinates (Å):
C1 2.65578 -0.21808 0.14410
N1 1.43626 -0.59136 -0.09531
O1 0.69096 0.64781 -0.11823
C2 -0.63368 0.66114 -0.02641
N2 -1.27077 -0.40812 -0.07155
O2 -2.67768 -0.17686 0.13359
H1 3.53107 -0.97967 0.16793
H2 2.93659 0.85602 0.16360
H3 -0.84316 1.82564 0.17890
H4 -3.02173 -1.13153 -0.17139

Values from the calculation:
- E (eV) = -9209.0624
- SMILES = C=NO/C=N/O
- charge = 0
- energy relative to the best compared isomer or geometry (same formula, charge and spin) (eV) = 6.160
- frontier orbital gap (eV) = 10.1

***

# 6
The following is a quantum chemistry calculation of a cluster of 3 separate species, C2H4N2O2 in total, from OMol25.

Cartesian coordinates (Å):
C1 0.42411 -0.47240 -0.65658
C2 -0.87876 0.02606 -0.60456
N1 1.58382 -0.70688 -0.40430
N2 -2.23410 -0.15621 -0.13775
O1 -2.70431 -0.92536 0.66396
O2 -3.04188 0.62095 -0.62168
H1 -1.15678 -1.62852 0.84229
H2 -0.43553 -1.35213 1.54292
H3 -0.99201 0.67174 -1.45555
H4 2.33138 -0.61290 0.28520

Values from the calculation:
- E (eV) = -9205.6909
- charge = 0
- energy relative to the best compared isomer or geometry (same formula, charge and spin) (eV) = 9.532
- frontier orbital gap (eV) = 9.0

***

# 7
The following is a quantum chemistry calculation of the molecule C2H4N2O2, from OMol25.

Cartesian coordinates (Å):
C1 -2.28967 -0.35478 -0.13128
N1 -1.06885 -0.52923 0.04995
O1 -0.54028 0.73142 0.07935
C2 0.82613 0.74916 -0.03611
N2 1.47448 -0.36433 0.03593
O2 2.82233 -0.26323 -0.14957
H1 -2.80988 -1.27817 -0.02750
H2 -2.77558 0.64709 -0.19610
H3 1.15699 1.77116 -0.03811
H4 3.20433 -1.10908 0.41342

Values from the calculation:
- E (eV) = -9209.2763
- SMILES = C=NO/C=N/O
- charge = 0
- energy relative to the best compared isomer or geometry (same formula, charge and spin) (eV) = 5.947
- frontier orbital gap (eV) = 9.9

***

# 8
The following is a quantum chemistry calculation of the molecule C2H4N2O2, from OMol25.

Cartesian coordinates (Å):
H1 -1.30749 -0.78935 2.31851
N1 -1.11697 -0.14471 1.56098
C1 -0.22615 -0.63311 0.76065
N2 0.41328 0.18920 -0.12728
O1 1.20910 -0.61793 -0.93849
C2 -0.28371 1.07443 -0.99987
O2 -1.27712 1.74869 -0.76938
H2 0.16495 -1.69989 0.81736
H3 2.18563 -0.35735 -0.71272
H4 0.23848 1.23002 -1.90977

Values from the calculation:
- E (eV) = -9211.2884
- SMILES = [H]/N=C/N(O)C=O
- charge = 0
- energy relative to the best compared isomer or geometry (same formula, charge and spin) (eV) = 3.935
- frontier orbital gap (eV) = 10.3

***

# 9
The following is a quantum chemistry calculation of the molecule C2H4N2O2, from OMol25.

Cartesian coordinates (Å):
C1 -0.31344 -0.33028 -1.08198
C2 0.26553 -0.25480 0.70618
N1 0.12296 0.84727 -1.63765
N2 0.43406 -0.41985 2.00376
O1 -0.56538 -1.34245 -1.66831
O2 -0.97792 -0.06894 0.30515
H1 -0.10505 0.94384 -2.61662
H2 -0.35400 -0.46788 2.64900
H3 0.13311 1.65374 -1.03516
H4 1.36012 -0.56064 2.37563

Values from the calculation:
- E (eV) = -9212.1908
- charge = 0
- energy relative to the best compared isomer or geometry (same formula, charge and spin) (eV) = 3.032
- frontier orbital gap (eV) = 9.8

***

# 10
The following is a quantum chemistry calculation of the molecule C2H4N2O2, from OMol25.

Cartesian coordinates (Å):
O1 -2.01824 0.39925 1.49561
N1 -1.12479 0.20567 0.75907
C1 -0.74035 -0.71067 -0.07214
C2 0.61092 -0.23971 -0.73902
N2 1.03406 0.80808 0.17341
O2 -0.07111 1.39494 0.69293
H1 -1.27394 -1.41129 -0.58522
H2 1.28363 -1.10016 -0.92848
H3 0.56086 0.16503 -1.70484
H4 1.73897 0.48886 0.90868

Values from the calculation:
- E (eV) = -9208.1395
- SMILES = [O-][N+]1=CCNO1
- charge = 0
- energy relative to the best compared isomer or geometry (same formula, charge and spin) (eV) = 7.083
- frontier orbital gap (eV) = 10.0